[1]
DFT (ωB97M-V with the def2-TZVPD basis set) results for a single C4H7NO molecule.

Last column: Mulliken charge in e.
CARTESIAN COORDINATES (ANGSTROEM)
C1 1.68727 0.73283 0.25819  -1.2505
C2 0.26755 0.57467 -0.24965  -0.1135
C3 -1.17332 -1.46173 -1.26476  -0.4566
O1 -1.33673 -1.64239 0.03806  -0.1967
C4 -1.41359 -0.56584 0.92748  0.1304
N1 -0.67724 0.44485 0.84308  -0.3818
H1 1.79340 1.60448 0.90675  0.3277
H2 2.35662 0.83390 -0.60157  0.3419
H3 1.98041 -0.16277 0.81490  0.2942
H4 -0.04445 1.42890 -0.85943  0.3567
H5 0.28041 -0.30704 -0.92444  0.3121
H6 -1.60385 -0.45300 -1.50142  0.2449
H7 -2.08997 -0.76014 1.75635  0.3913

Results
* Kohn-Sham gap: 9.3592 eV
* net charge: 0
* max |F|: 0.0094 hartree/bohr
* spin multiplicity: 1

=====

[2]
DFT (ωB97M-V with the def2-TZVPD basis set) results for a molecular structure, C49H44KN10O4PSe.

Last column: Mulliken charge in e.
CARTESIAN COORDINATES (ANGSTROEM)
K1 0.33305 -0.02381 -0.45804  1.8547
C1 -2.90305 1.83746 1.62816  -1.2791
N1 -1.47982 2.02597 1.48597  0.0545
C2 -0.86378 2.94831 2.41527  -0.8377
C3 0.62303 2.88422 2.25878  0.2864
N2 1.24530 2.85783 1.11680  -0.5220
C4 2.59810 2.83123 1.44679  0.7244
C5 3.72096 2.81818 0.62288  -0.3741
C6 4.96374 2.81454 1.22513  -0.4889
C7 5.10087 2.81484 2.62176  -0.5954
C8 3.99855 2.82181 3.45591  -1.1495
C9 2.75273 2.83409 2.83857  0.5171
N3 1.46334 2.87610 3.33518  -0.0493
C10 -3.26172 0.51569 1.01991  -0.1115
N4 -2.38604 -0.41394 0.76832  0.9201
C11 -3.09359 -1.43220 0.13671  -0.2160
C12 -2.64101 -2.63576 -0.39593  0.1398
C13 -3.57630 -3.46261 -0.98885  -1.3045
C14 -4.93062 -3.10586 -1.05734  -0.5285
C15 -5.39337 -1.90983 -0.53719  -1.2889
C16 -4.44673 -1.08511 0.05693  0.2141
N5 -4.52516 0.16679 0.64885  0.0397
H1 -3.51914 2.62568 1.17260  0.4175
H2 -3.14718 1.81143 2.69603  0.4802
H3 -1.22789 2.26079 0.52893  -0.0577
H4 -1.12829 2.64812 3.43329  0.4149
H5 -1.19328 3.99033 2.28565  0.3687
H6 3.61357 2.79651 -0.45242  0.2815
H7 5.85303 2.79384 0.60933  0.4644
H8 6.09361 2.80714 3.05402  0.4016
H9 4.10479 2.82469 4.53321  0.4042
H10 1.18490 2.77175 4.29415  0.2582
H11 -1.59028 -2.89849 -0.36403  0.9311
H12 -3.25916 -4.40553 -1.41500  0.4863
H13 -5.63046 -3.78114 -1.53190  0.4053
H14 -6.43931 -1.63716 -0.59582  0.4821
H15 -5.34070 0.74700 0.73244  0.2744
O1 -0.13621 -0.30248 2.78805  -0.3592
N6 0.28463 -1.60608 2.59936  -0.4738
C17 -0.62425 -2.48520 2.47399  -0.9746
C18 -0.22535 -3.86215 2.14611  0.4688
C19 -1.00353 -4.90834 2.64000  -0.6650
C20 -0.65333 -6.22502 2.40482  -0.7274
C21 0.48246 -6.50475 1.65644  -0.8427
C22 1.23982 -5.47017 1.13187  -0.2769
C23 0.90308 -4.13377 1.35096  0.3103
P1 1.79770 -2.73607 0.55006  1.4735
C24 3.21019 -2.49141 1.68984  -0.1089
C25 4.09028 -3.51834 2.02431  -0.2596
C26 5.14981 -3.28500 2.88660  -0.7304
C27 5.33535 -2.01896 3.42966  -0.9057
C28 4.46046 -0.99266 3.10798  -0.0859
C29 3.40230 -1.22914 2.23988  -0.0131
C30 2.58426 -3.53369 -0.90137  0.3405
C31 3.86757 -3.15742 -1.29538  -0.9757
C32 4.40073 -3.60091 -2.49773  -0.5170
C33 3.66657 -4.44348 -3.31896  -0.8147
C34 2.38329 -4.81844 -2.94204  -0.7269
C35 1.84079 -4.35052 -1.75512  -0.2202
H16 -0.95792 -0.15882 2.26973  0.2039
H17 -1.68233 -2.24637 2.58593  0.5849
H18 -1.88513 -4.67630 3.22642  0.4644
H19 -1.25882 -7.02863 2.80324  0.4153
H20 0.77275 -7.53087 1.46957  0.4363
H21 2.10026 -5.70650 0.51838  0.3317
H22 3.95408 -4.50634 1.60058  0.3165
H23 5.83080 -4.08928 3.13520  0.4126
H24 6.16350 -1.83497 4.10305  0.4153
H25 4.60302 -0.00013 3.51697  0.4398
H26 2.72489 -0.42257 1.98242  0.1019
H27 4.45511 -2.49920 -0.66865  0.1754
H28 5.39443 -3.28205 -2.78717  0.5001
H29 4.08923 -4.80392 -4.24872  0.3894
H30 1.79941 -5.47372 -3.57728  0.4747
H31 0.82752 -4.63136 -1.48612  0.5047
O2 3.03650 0.50355 -3.29009  -1.0748
C36 3.47182 0.31735 -2.12459  -0.3937
O3 2.75459 0.17893 -1.10098  0.7108
C37 4.98375 0.26688 -1.97400  0.1314
C38 5.80449 0.48767 -3.07534  -0.3882
C39 7.18450 0.41501 -2.94759  -0.6603
C40 7.75485 0.11029 -1.71788  -0.6088
C41 6.93994 -0.11167 -0.61559  -1.1021
C42 5.56174 -0.02476 -0.74658  0.2155
H32 5.33856 0.70964 -4.02629  0.4678
H33 7.81797 0.59145 -3.80829  0.3987
H34 8.83182 0.04655 -1.62036  0.4132
H35 7.37511 -0.35089 0.34782  0.4656
H36 4.91403 -0.17841 0.09878  0.8101
C43 -0.52231 -2.92982 -4.33136  -1.4268
C44 0.26028 -1.88090 -3.57576  0.2449
N7 1.43793 -1.52357 -4.08621  0.2002
O4 -0.21283 -1.37347 -2.55486  -0.4724
H37 0.11197 -3.56049 -4.95206  0.4454
H38 -1.24617 -2.42221 -4.97192  0.3278
H39 -1.07173 -3.54205 -3.61947  0.1798
H40 1.80240 -2.01241 -4.88354  0.2398
H41 2.03161 -0.80244 -3.64690  -0.1429
Se1 0.57954 2.19138 -3.07343  0.3827
N8 -0.46501 1.57394 -4.35022  -0.8400
C45 -1.66615 1.41971 -3.81566  0.8316
C46 -2.80398 0.90089 -4.49474  -0.5353
C47 -3.95643 0.80920 -3.79044  -0.6429
C48 -3.99117 1.23288 -2.42348  -0.3366
N9 -2.98665 1.70662 -1.74860  -0.1885
C49 -1.80412 1.80321 -2.43479  0.5762
N10 -0.70165 2.25621 -1.85579  -0.7240
H42 -2.72021 0.59816 -5.52996  0.5240
H43 -4.86178 0.42024 -4.23587  0.4088
H44 -4.93593 1.15737 -1.89317  0.4621

Results
* Kohn-Sham gap: 7.0322 eV
* net charge: 0
* max |F|: 0.0117 hartree/bohr
* spin multiplicity: 1

=====

[3]
DFT (ωB97M-V with the def2-TZVPD basis set) results for a molecular structure, C28H47N11O3PSYb.

Last column: Mulliken charge in e.
CARTESIAN COORDINATES (ANGSTROEM)
Yb1 -1.14929 0.72520 -0.41690  0.5945
C1 -6.72902 1.48426 -1.58574  -0.9464
N1 -5.56534 2.03782 -0.88967  0.1311
C2 -5.55400 3.41336 -0.45549  -1.1574
C3 -4.38204 1.37717 -0.91265  0.4801
N2 -3.20146 1.91136 -0.77554  -0.5243
N3 -4.45645 -0.02210 -0.98130  0.2055
C4 -3.55616 -0.92154 -1.42113  0.3926
N4 -4.11338 -2.17189 -1.37029  -0.5050
N5 -2.40892 -0.66854 -1.92861  -0.5828
H1 -6.37898 0.88777 -2.47862  0.3562
H2 -7.42334 2.31891 -1.92536  0.3614
H3 -7.22845 0.70321 -0.96187  0.2696
H4 -4.67484 3.62403 0.26549  0.3840
H5 -6.40072 3.63294 0.17829  0.3906
H6 -5.53539 4.20487 -1.26714  0.3503
H7 -3.27502 2.93628 -0.82710  0.1896
H8 -5.26481 -0.42305 -0.58223  0.2762
H9 -4.70396 -2.39121 -0.56821  0.2634
H10 -3.47549 -2.94456 -1.62606  0.2523
H11 -1.93378 -1.44975 -2.42757  0.1395
O1 0.77950 -0.34100 -1.17273  0.2414
P1 2.07869 -1.03757 -1.47192  -0.6806
N6 3.00245 -1.10237 -0.03167  0.6393
C5 2.30930 -1.28111 1.26603  -0.0836
C6 3.44752 -1.18155 2.36184  -0.1986
C7 4.78465 -1.05058 1.64884  -0.6085
C8 4.44249 -1.22821 0.16155  -0.4763
N7 1.71465 -2.60041 -1.84791  0.2752
C9 0.38633 -3.23594 -1.71826  0.3692
C10 0.31456 -4.31453 -2.84764  -0.5703
C11 1.71102 -4.34442 -3.51162  -0.7273
C12 2.63021 -3.52010 -2.59697  -0.6123
N8 2.96029 -0.37064 -2.71287  0.3370
C13 2.68525 -0.55496 -4.19105  -0.7415
C14 2.56726 0.85192 -4.76238  -0.5044
C15 3.28360 1.78391 -3.76502  -0.5960
C16 3.73401 0.85498 -2.64496  -0.5396
H12 1.83281 -2.24664 1.28058  0.2899
H13 1.63416 -0.47861 1.51736  -0.2749
H14 3.47295 -2.03603 3.00883  0.3999
H15 3.20921 -0.37248 3.01648  -0.2386
H16 5.54587 -1.82288 1.91426  0.2644
H17 5.37531 -0.09881 1.79945  0.2469
H18 4.76603 -2.24742 -0.11717  0.3146
H19 5.01173 -0.54349 -0.51030  0.2567
H20 -0.41531 -2.52968 -1.80368  -0.7899
H21 0.33824 -3.74905 -0.76421  0.2845
H22 -0.48113 -3.99638 -3.55668  0.2317
H23 -0.04527 -5.25351 -2.45439  0.4554
H24 1.66363 -3.80103 -4.49349  0.2081
H25 2.17392 -5.31524 -3.67763  0.3833
H26 3.44771 -2.94126 -3.04476  0.4180
H27 3.03774 -4.26293 -1.86771  0.3691
H28 1.75322 -1.07828 -4.37567  0.3336
H29 3.54194 -1.04257 -4.74557  0.3446
H30 1.47123 1.07845 -4.77651  0.1984
H31 3.07274 0.90579 -5.74157  0.3365
H32 2.63352 2.55763 -3.42181  0.2171
H33 4.19008 2.31991 -4.26883  0.3394
H34 3.73502 1.24626 -1.59256  0.2847
H35 4.75941 0.53332 -2.94633  0.3392
C17 3.49813 4.06713 0.66192  -0.8560
N9 2.54150 3.58380 1.68643  0.0257
C18 3.02458 3.28750 3.01884  -0.7006
C19 1.87178 2.47875 3.66144  -0.4517
N10 0.83236 2.50987 2.63790  0.0832
C20 1.30582 3.03764 1.47324  0.4889
S1 0.49335 3.15874 0.00953  -0.5287
H36 4.30263 3.35931 0.54360  0.3214
H37 3.96743 4.95360 1.11862  0.3238
H38 2.96809 4.27860 -0.29505  0.2600
H39 3.20025 4.18645 3.63007  0.3214
H40 3.89538 2.67866 3.02484  0.3729
H41 1.43605 2.91341 4.60900  0.4323
H42 2.16290 1.44357 3.95106  0.1552
H43 -0.14451 2.22120 2.74912  0.1288
O2 -0.98552 0.48368 1.70486  -0.4195
C21 -2.01554 -0.12680 2.11369  0.6274
N11 -2.82773 -0.85371 1.30391  -0.1518
C22 -3.95163 -1.25010 2.03217  0.1432
O3 -4.99840 -1.81110 1.57504  -0.7594
C23 -3.71071 -0.89972 3.49617  -0.1357
C24 -4.39331 -1.20084 4.65784  -0.6039
C25 -3.82269 -0.80935 5.85964  -0.4574
C26 -2.63413 -0.07028 5.91637  -0.7618
C27 -1.93688 0.21992 4.67739  0.0654
C28 -2.49164 -0.23809 3.52586  0.4443
H44 -5.26296 -1.80167 4.63565  0.5315
H45 -4.20946 -1.25685 6.78284  0.3700
H46 -2.24841 0.20165 6.94836  0.3409
H47 -1.01241 0.83803 4.70603  0.3333

Results
* Kohn-Sham gap (spin up / spin down): 7.9228 / 7.2775 eV
* expectation value of S²: 0.75
* net charge: +2
* max |F|: 0.0806 hartree/bohr
* spin multiplicity: 2

=====

[4]
DFT (ωB97M-V with the def2-TZVPD basis set) results for a molecular structure, C38H39GeN5O2Ru.

Last column: Mulliken charge in e.
CARTESIAN COORDINATES (ANGSTROEM)
Ru1 1.48156 0.77716 -1.00554  0.7580
N1 2.40343 0.91472 0.98664  -0.5705
C1 2.61572 -0.44177 1.48804  1.8773
C2 3.73023 -0.48443 2.54655  -0.9085
C3 4.00361 -1.82065 3.24310  -1.3385
C4 2.76612 -2.42893 3.89602  -0.6560
N2 1.98223 -3.03333 2.82630  -0.1262
C5 0.74103 -3.43161 2.88028  0.7977
N3 0.03057 -3.40039 4.02158  -0.3865
N4 0.16925 -3.87634 1.74981  -0.3831
C6 2.83314 -1.35686 0.26891  0.4755
O1 2.71496 -2.59771 0.43750  -0.9223
O2 3.10711 -0.77280 -0.80433  -0.8984
H1 3.28593 1.35684 0.74090  0.2931
H2 1.95707 1.49209 1.69128  -0.2262
H3 1.67242 -0.73971 1.95204  -0.4012
H4 3.44958 0.25257 3.30842  0.3179
H5 4.66045 -0.12428 2.09759  0.4239
H6 4.77023 -1.66130 4.00242  0.4947
H7 4.40584 -2.55390 2.54090  0.3625
H8 2.19010 -1.64348 4.40189  0.3611
H9 3.03853 -3.18455 4.63811  0.5625
H10 2.39633 -2.95300 1.83255  0.2689
H11 0.48779 -3.18261 4.88817  0.2097
H12 -0.87042 -3.84089 4.07114  0.2147
H13 0.66212 -3.69665 0.88179  0.1477
H14 -0.83108 -3.93127 1.68609  0.2238
N5 1.36381 0.45905 -2.92891  -0.9169
C7 0.88053 -0.39289 -3.71245  0.0296
C8 1.02931 -0.23264 -5.20263  0.3154
C9 1.19677 1.04506 -5.73095  -0.4720
C10 1.36110 1.22646 -7.09361  -0.5351
C11 1.36725 0.13097 -7.94967  -0.3512
C12 1.20475 -1.14488 -7.43192  -0.7304
C13 1.02937 -1.32393 -6.06588  -0.2145
C14 0.11237 -1.60818 -3.25390  0.2578
C15 0.70206 -2.49579 -2.35642  -0.2856
C16 0.01134 -3.62055 -1.92874  -0.5680
C17 -1.29026 -3.85304 -2.35707  -0.6980
C18 -1.88676 -2.96551 -3.24179  -0.8016
C19 -1.17944 -1.86378 -3.70444  -0.2187
H15 1.20475 1.88115 -5.04362  0.3987
H16 1.48530 2.22571 -7.49267  0.3771
H17 1.49771 0.27362 -9.01517  0.3735
H18 1.21415 -2.00418 -8.09096  0.3697
H19 0.89958 -2.32246 -5.66628  0.3931
H20 1.71670 -2.31492 -2.02448  0.4558
H21 0.50540 -4.33825 -1.28182  0.7245
H22 -1.83019 -4.73079 -2.02190  0.4301
H23 -2.89865 -3.14011 -3.58622  0.3959
H24 -1.63582 -1.18925 -4.41952  0.5333
C20 0.17933 1.70211 -0.62672  -0.6700
Ge1 -1.19251 2.13663 0.66645  2.1485
C21 -2.17555 3.78993 0.34720  -0.2600
C22 -2.78168 3.99836 -0.89202  -0.2333
C23 -3.51828 5.14664 -1.13940  -0.6578
C24 -3.65758 6.10886 -0.14742  -0.4180
C25 -3.05762 5.91722 1.08765  -0.6339
C26 -2.32269 4.76363 1.33111  -0.3253
C27 -0.31308 2.22159 2.41799  0.0613
C28 -0.64130 1.32631 3.43479  -0.4010
C29 0.07612 1.30270 4.62601  -0.5669
C30 1.13705 2.17622 4.81706  -0.5997
C31 1.47137 3.08149 3.81724  -0.2127
C32 0.75304 3.09943 2.62962  -0.6828
C33 -2.48696 0.67414 0.68631  -0.1733
C34 -3.84760 0.93625 0.82529  -0.4883
C35 -4.77589 -0.09648 0.85378  -0.6831
C36 -4.35314 -1.41027 0.73384  -0.7226
C37 -3.00072 -1.68207 0.57968  -0.5341
C38 -2.07080 -0.65188 0.55723  0.3278
H25 -2.67371 3.26103 -1.68071  0.4147
H26 -3.98052 5.29355 -2.10725  0.3827
H27 -4.23084 7.00691 -0.33931  0.3711
H28 -3.16045 6.66591 1.86312  0.3863
H29 -1.86258 4.62621 2.30375  0.2968
H30 -1.46686 0.63606 3.29735  0.4443
H31 -0.19903 0.60476 5.40780  0.4705
H32 1.69832 2.15788 5.74282  0.4084
H33 2.29530 3.76927 3.96040  0.3985
H34 1.03954 3.79860 1.85063  0.3142
H35 -4.19467 1.96003 0.91191  0.3292
H36 -5.83012 0.12854 0.95518  0.3975
H37 -5.07689 -2.21574 0.73968  0.3775
H38 -2.67419 -2.70573 0.44718  0.3041
H39 -1.01975 -0.86590 0.37469  0.1948

Results
* Kohn-Sham gap: 5.4248 eV
* net charge: 0
* max |F|: 0.0234 hartree/bohr
* spin multiplicity: 1

=====

> What is the net charge in the first record?

0